(1)
C6H14O | ωB97M-V/def2-TZVPD

Values from the calculation:
* SMILES string: CCCCCOC
* energy above the lowest of the compared OMol25 structures with the same formula, charge and spin: 18.9 kcal per mole
* largest force on an atom: 0.292 eV Å⁻¹
* HOMO level: -9.60 eV
* lowest unoccupied orbital energy: 1.1 eV

Geometry as XYZ:
```
21
Properties=species:S:1:pos:R:3:mulliken_charge:R:1
C 2.625 -1.972 -0.936 -1.243
C 1.835 -1.254 0.154 -0.360
C 0.886 -0.195 -0.406 -0.582
C -0.042 0.405 0.649 -0.404
C -1.005 1.429 0.056 -0.685
O -2.006 1.796 0.987 -0.339
C -3.300 1.392 0.611 -0.690
H 3.305 -2.720 -0.513 0.366
H 3.224 -1.266 -1.523 0.308
H 1.951 -2.490 -1.629 0.314
H 1.253 -1.988 0.728 0.326
H 2.525 -0.785 0.868 0.302
H 1.472 0.601 -0.890 0.289
H 0.276 -0.649 -1.201 0.340
H 0.541 0.874 1.452 0.254
H -0.631 -0.395 1.117 0.260
H -0.463 2.337 -0.243 0.287
H -1.465 1.013 -0.853 0.413
H -3.647 1.913 -0.298 0.287
H -3.972 1.647 1.436 0.250
H -3.362 0.305 0.432 0.307
```

---

(2)
C3H6BrCl2O4P | ωB97M-V/def2-TZVPD

Values from the calculation:
* energy above the lowest of the compared OMol25 structures with the same formula, charge and spin: 1.9 kcal per mole
* largest force on an atom: 0.431 eV Å⁻¹
* HOMO level: -10.90 eV
* lowest unoccupied orbital energy: -1.0 eV

Geometry as XYZ:
```
17
Properties=species:S:1:pos:R:3:mulliken_charge:R:1
C 2.331 0.638 -0.279 -1.263
C 1.670 -0.718 -0.098 0.213
Cl 1.442 -1.514 -1.678 -0.187
C 0.342 -0.710 0.669 -0.175
Cl 0.406 0.493 1.980 -0.142
O -0.724 -0.476 -0.217 0.019
P -2.199 -0.113 0.235 0.805
O -2.743 -0.778 1.409 -0.610
O -2.898 -0.393 -1.161 -0.473
O -2.238 1.481 0.448 -0.349
Br -1.576 2.534 -0.892 0.101
H 1.617 1.395 -0.603 0.242
H 2.808 0.951 0.648 0.374
H 3.107 0.544 -1.036 0.409
H 2.325 -1.372 0.476 0.307
H 0.191 -1.665 1.169 0.398
H -3.861 -0.297 -1.071 0.331
```